The following is a quantum chemistry calculation of a structure of composition C6H7NO, from OMol25.

Geometry as XYZ:
```
15
Properties=species:S:1:pos:R:3:forces:R:3
C -0.855 0.580 -1.250 3.769 -0.980 -0.262
C -0.530 -1.132 1.251 -0.108 0.005 0.009
C -0.117 1.154 -0.096 -2.592 2.130 3.449
C 0.038 0.245 1.218 0.953 0.675 -1.710
N 0.739 0.705 2.145 0.042 0.197 0.991
C 0.587 -0.088 -1.532 -2.771 -0.168 -1.979
C 1.446 -0.771 -2.019 -0.066 0.259 0.363
O 0.132 2.347 0.024 0.441 -1.435 -0.633
H 1.057 1.666 1.969 -0.125 -0.270 -0.326
H -1.553 -0.235 -1.059 0.087 0.289 0.006
H -1.127 1.335 -1.994 0.115 -0.420 0.125
H -1.618 -1.086 1.210 -0.100 -0.110 0.022
H -0.178 -1.708 0.395 -0.030 -0.065 -0.016
H -0.219 -1.625 2.169 -0.055 0.025 -0.002
H 2.199 -1.385 -2.430 0.440 -0.133 -0.038
```
Forces are in eV/Å.

Computed properties:
Total charge: 0
HOMO-LUMO gap (eV): 9.65
E (eV): -9869.345
Energy relative to the best compared isomer or geometry (same formula, charge and spin) (kJ/mol): 319.7
Spin multiplicity: 1
E_HOMO (Ha): -0.352
Molecular weight (g mol⁻¹): 109.1
E_LUMO (eV): 0.1


The following is a quantum chemistry calculation of an isolated molecule of C6H7NO2S3, from OMol25.

Geometry as XYZ:
```
19
Properties=species:S:1:pos:R:3:forces:R:3
C 1.117 -2.732 -2.365 2.997 -1.333 1.158
C 0.254 -0.906 -0.571 2.956 0.503 -1.362
C 0.408 1.234 0.279 -2.120 0.150 0.697
C 0.189 2.657 2.712 -1.001 -1.151 2.247
C -0.455 0.136 0.064 -0.548 -0.719 0.107
C -1.959 0.037 0.350 2.987 6.822 3.408
H 1.827 -3.286 -1.581 -1.331 1.058 -1.830
H 0.691 -3.521 -3.026 0.813 0.795 -0.102
H 1.771 -1.864 -2.747 -1.520 -1.502 0.014
H -0.370 1.608 2.924 1.674 2.375 -0.128
H -0.598 3.440 3.130 2.086 -1.415 -0.530
H 1.325 2.744 3.185 -3.220 -0.213 -1.316
H -2.303 -0.684 -1.407 -1.163 0.022 3.085
N 1.572 -0.707 -0.831 -1.090 2.375 1.349
O -2.745 -0.542 -0.449 -0.841 -2.396 -4.942
O -2.344 0.884 1.191 0.112 -2.979 -1.191
S -0.303 -2.276 -1.474 -2.245 -0.053 0.704
S 1.905 0.895 -0.331 0.784 -1.610 -0.347
S 0.017 2.883 0.947 0.670 -0.729 -1.022
```
Forces are in eV/Å.

Computed properties:
SMILES: CSc1nsc(SC)c1C(=O)O
Total charge: 0
HOMO-LUMO gap (eV): 8.80
E (eV): -44423.997
Energy relative to the best compared isomer or geometry (same formula, charge and spin) (kJ/mol): 244.1
Spin multiplicity: 1
E_HOMO (Ha): -0.327
Molecular weight (g mol⁻¹): 221.3
E_LUMO (eV): -0.1


The following is a quantum chemistry calculation of an isolated molecule of C6H7NO3, from OMol25.

Geometry as XYZ:
```
17
Properties=species:S:1:pos:R:3:forces:R:3
C 3.622 -1.055 0.314 0.372 0.068 0.034
O 2.246 -0.674 0.310 -0.288 -0.601 -0.051
C 1.965 0.615 0.198 0.645 0.774 0.103
O 2.787 1.501 0.147 -0.429 -0.427 -0.055
C 0.529 0.821 0.176 -1.336 0.056 0.042
C -0.673 0.948 0.200 1.234 -0.251 -0.157
C -2.113 1.155 0.213 -0.953 0.669 0.265
C -2.923 -0.078 -0.075 0.314 -3.181 -3.053
N -3.219 -1.074 0.627 -0.953 -0.885 -0.973
H 3.627 -2.144 0.404 -0.034 0.279 -0.024
H 4.102 -0.747 -0.622 -0.076 -0.034 0.275
H 4.138 -0.600 1.169 -0.089 -0.083 -0.272
H -2.415 1.536 1.202 0.117 -0.126 -0.313
H -2.378 1.930 -0.527 0.091 -0.154 0.308
O -3.144 -0.456 -1.499 0.817 2.273 1.331
H -2.598 0.112 -2.057 -0.105 0.019 -0.249
H -3.552 -1.791 -0.178 0.673 1.603 2.789
```
Forces are in eV/Å.

Computed properties:
SMILES: [H]/N=C(\O)CC#CC(=O)OC
Total charge: 0
HOMO-LUMO gap (eV): 11.04
E (eV): -13965.141
Energy relative to the best compared isomer or geometry (same formula, charge and spin) (kJ/mol): 272.1
Spin multiplicity: 1
E_HOMO (Ha): -0.386
Molecular weight (g mol⁻¹): 141.1
E_LUMO (eV): 0.5


The following is a quantum chemistry calculation of an isolated molecule of C6H7NO4, from OMol25.

Geometry as XYZ:
```
18
Properties=species:S:1:pos:R:3:forces:R:3
C -2.772 0.293 -0.223 1.961 1.570 1.727
C -1.585 -0.430 -0.432 0.933 -1.796 -0.330
C -2.351 1.416 0.484 -3.743 -1.022 -1.229
C -0.534 0.351 0.029 -0.159 -0.787 -0.654
C 1.289 -1.418 -0.264 0.206 1.840 -0.326
C 0.896 0.044 -0.029 0.079 0.264 -0.043
N 1.819 0.978 0.044 -0.609 -1.399 -0.816
O 1.720 2.170 0.174 -0.345 2.077 0.258
O 3.087 0.459 -0.079 2.358 -1.069 0.149
O -1.055 1.494 0.534 2.008 0.375 1.076
O 0.848 -2.183 0.847 -2.256 0.614 0.046
H -3.751 0.051 -0.471 -1.414 -0.509 -0.184
H -1.526 -1.520 -0.736 0.082 1.730 0.006
H -3.044 2.073 1.029 1.112 0.270 -0.452
H 0.814 -1.617 -1.301 0.891 -0.645 1.586
H 2.417 -1.370 -0.234 -1.617 -0.935 -0.551
H -0.062 -1.801 1.130 2.209 -1.071 -0.684
H 3.791 1.010 -0.503 -1.698 0.494 0.421
```
Forces are in eV/Å.

Computed properties:
SMILES: [O-]/[N+](O)=C(/CO)c1ccco1
Total charge: 0
HOMO-LUMO gap (eV): 8.44
E (eV): -16010.131
Energy relative to the best compared isomer or geometry (same formula, charge and spin) (kJ/mol): 503.8
Spin multiplicity: 1
E_HOMO (Ha): -0.294
Molecular weight (g mol⁻¹): 157.1
E_LUMO (eV): 0.5


The following is a quantum chemistry calculation of the ion C6H7NO5S with charge -2, from OMol25.

Geometry as XYZ:
```
20
Properties=species:S:1:pos:R:3:forces:R:3
C 1.150 0.279 -1.688 0.504 0.245 -0.588
C 1.408 1.476 0.486 0.687 1.654 -0.519
C -2.843 -0.169 0.349 -2.373 -1.320 0.956
C -1.581 0.417 -0.208 2.124 0.704 -0.239
C -0.332 -0.452 0.037 -0.033 0.309 0.894
C 0.998 0.158 -0.329 0.852 1.006 3.249
N 1.252 0.289 -2.816 0.004 0.277 -2.675
O 0.641 1.840 1.384 -1.029 -0.364 0.631
O 1.849 -1.424 1.639 -0.106 0.785 -0.813
O 2.460 2.039 0.131 -0.568 -0.296 -0.485
O 2.217 -2.127 -0.677 -0.166 1.118 0.658
O 3.647 -0.390 0.330 -1.832 -0.421 -0.315
S 2.297 -0.992 0.294 2.472 -3.231 0.266
H -3.532 -0.725 -0.347 1.370 -0.416 0.125
H -3.656 0.539 0.608 0.891 0.529 0.461
H -2.682 -0.831 1.305 -0.108 1.218 -1.875
H -1.316 1.374 0.231 -0.320 0.098 0.751
H -1.503 0.710 -1.264 -0.991 -0.585 -0.216
H -0.119 -0.672 1.093 -0.960 -0.210 -0.157
H -0.355 -1.338 -0.556 -0.418 -1.101 -0.110
```
Forces are in eV/Å.

Computed properties:
SMILES: CCC[C@@](C#N)(C(=O)[O-])S(=O)(=O)[O-]
Total charge: -2
HOMO-LUMO gap (eV): 6.99
E (eV): -28898.138
Energy relative to the best compared isomer or geometry (same formula, charge and spin) (kJ/mol): 0.0
Spin multiplicity: 1
E_HOMO (Ha): -0.048
Molecular weight (g mol⁻¹): 205.2
E_LUMO (eV): 5.7


The following is a quantum chemistry calculation of an isolated molecule of C6H7NOS2, from OMol25.

Geometry as XYZ:
```
17
Properties=species:S:1:pos:R:3:forces:R:3
C 1.333 -0.823 -0.110 2.837 -1.839 1.129
C 0.251 -1.488 -0.514 -0.021 4.377 0.141
C 1.450 1.155 1.368 -2.026 -0.246 0.188
C 1.634 0.666 -0.015 1.314 1.606 -2.034
C -1.061 -0.861 -1.055 3.451 0.467 -0.991
C -1.701 -0.133 0.081 2.183 0.541 -4.680
N -1.451 1.112 0.265 -2.047 -1.462 2.673
O -0.913 1.913 -0.461 1.112 1.805 -1.647
S -1.916 1.539 1.946 0.409 0.692 0.020
S 0.379 1.485 2.440 0.770 0.142 -0.204
H 2.205 -1.565 0.257 -1.874 1.992 -0.732
H 0.373 -2.471 -0.370 -0.228 -3.774 0.101
H 2.743 1.019 -0.184 -1.738 -1.527 -0.291
H 1.036 1.181 -0.899 0.719 -0.520 2.293
H -0.624 -0.330 -1.966 -1.278 0.309 1.337
H -1.524 -1.693 -1.492 -1.695 -0.945 -0.221
H -2.216 -0.705 0.709 -1.889 -1.617 2.919
```
Forces are in eV/Å.

Computed properties:
Total charge: 0
HOMO-LUMO gap (eV): 7.94
E (eV): -31536.521
Energy relative to the best compared isomer or geometry (same formula, charge and spin) (kJ/mol): 582.1
Spin multiplicity: 1
E_HOMO (Ha): -0.305
Molecular weight (g mol⁻¹): 173.3
E_LUMO (eV): -0.4


The following is a quantum chemistry calculation of a structure of composition C6H7NS, from OMol25.

Geometry as XYZ:
```
15
Properties=species:S:1:pos:R:3:forces:R:3
C -1.020 -0.642 -2.404 -0.159 -0.757 0.062
C -0.335 -1.866 -2.618 0.383 1.346 0.154
C -0.788 -0.721 -0.284 -0.681 1.941 -0.285
C 0.310 -0.469 1.719 1.435 -1.676 -2.286
C 0.639 1.417 -0.110 -0.323 -1.371 0.267
C -0.331 0.408 0.582 2.099 -1.231 -0.373
N -1.564 0.239 -1.809 0.329 -1.077 0.272
S 0.376 -1.776 -1.092 -0.635 -0.717 -0.241
H -0.170 -0.303 2.668 0.742 0.657 0.579
H 1.466 -0.471 1.517 -2.122 0.153 1.369
H -0.016 -1.548 1.543 0.525 0.921 0.127
H 1.314 0.776 -0.754 -0.535 1.168 0.462
H 1.224 1.914 0.679 -0.163 0.143 -0.529
H -0.015 2.098 -0.689 0.896 -0.230 0.162
H -1.090 0.944 1.052 -1.792 0.730 0.260
```
Forces are in eV/Å.

Computed properties:
Total charge: 0
HOMO-LUMO gap (spin up / spin down) (eV): 7.87 / 7.86
E (eV): -18653.453
Energy relative to the best compared isomer or geometry (same formula, charge and spin) (kJ/mol): 703.9
Spin multiplicity: 1
E_HOMO (spin up / spin down) (Ha): -0.328 / -0.328
Molecular weight (g mol⁻¹): 125.2
E_LUMO (spin up / spin down) (eV): -1.1 / -1.1


The following is a quantum chemistry calculation of an isolated molecule of C6H7NS, from OMol25.

Geometry as XYZ:
```
15
Properties=species:S:1:pos:R:3:forces:R:3
C 5.224 -0.369 -0.210 3.792 -0.153 -1.661
C 2.924 -0.307 0.232 -3.799 0.138 -1.109
C 1.656 -0.428 0.194 2.634 0.297 -0.033
C 0.261 -0.934 0.395 -0.331 -1.810 0.750
C -1.155 -0.533 -0.021 2.441 2.080 -1.308
C -1.520 0.706 -0.708 2.126 2.314 0.385
N 4.127 0.216 0.031 -2.230 0.098 1.199
S 6.708 0.581 -0.284 -1.117 -0.415 0.261
H 5.496 -1.373 -0.612 -1.322 0.193 0.861
H 0.240 -2.058 0.200 0.434 1.201 0.451
H 0.106 -0.809 1.486 0.572 -0.417 -0.006
H -1.878 -1.093 0.432 -1.644 -1.613 1.111
H -2.379 1.309 -0.453 -0.557 -0.316 1.067
H -1.717 0.579 -1.736 0.154 -0.482 -1.697
H -0.647 1.459 -0.641 -1.152 -1.114 -0.270
```
Forces are in eV/Å.

Computed properties:
Total charge: 0
HOMO-LUMO gap (spin up / spin down) (eV): 9.36 / 5.14
E (eV): -18653.958
Energy relative to the best compared isomer or geometry (same formula, charge and spin) (kJ/mol): 655.2
Spin multiplicity: 1
E_HOMO (spin up / spin down) (Ha): -0.339 / -0.286
Molecular weight (g mol⁻¹): 125.2
E_LUMO (spin up / spin down) (eV): 0.2 / -2.7


The following is a quantum chemistry calculation of a cluster of 2 separate species, C6H7O4P2 in total, from OMol25.

Geometry as XYZ:
```
19
Properties=species:S:1:pos:R:3:forces:R:3
C -1.470 -1.240 -2.082 0.037 0.067 -0.021
C -1.913 -0.998 -0.790 -0.204 -0.045 -0.024
C -0.152 -0.976 -2.424 -0.023 -0.089 -0.158
C -1.048 -0.487 0.156 0.070 -0.050 -0.058
C 0.720 -0.472 -1.475 0.020 0.087 0.165
C 0.268 -0.213 -0.188 0.225 -0.171 -0.015
O 2.656 0.880 0.472 1.344 0.337 -0.551
O 0.937 -2.363 2.632 0.302 0.518 -0.671
O -0.950 2.538 2.220 -1.232 -0.015 0.848
O 1.354 3.425 1.852 -0.428 0.064 0.050
P 0.127 2.505 1.238 1.026 0.780 -0.383
P 1.361 0.518 1.079 -1.223 -1.531 0.766
H -2.152 -1.623 -2.827 -0.085 -0.079 -0.069
H -2.941 -1.210 -0.527 -0.058 -0.008 0.026
H 0.193 -1.162 -3.433 0.015 -0.029 -0.030
H -1.375 -0.291 1.166 -0.128 -0.012 0.159
H 1.753 -0.264 -1.709 0.116 0.053 -0.074
H 0.473 -1.848 3.294 -0.170 0.249 0.280
H 2.157 3.281 1.346 0.396 -0.127 -0.239
```
Forces are in eV/Å.

Computed properties:
Total charge: -1
HOMO-LUMO gap (spin up / spin down) (eV): 7.26 / 4.88
E (eV): -33103.897
Energy relative to the best compared isomer or geometry (same formula, charge and spin) (kJ/mol): 112.8
Spin multiplicity: 1
E_HOMO (spin up / spin down) (Ha): -0.185 / -0.115
Molecular weight (g mol⁻¹): 205.1
E_LUMO (spin up / spin down) (eV): 2.2 / 1.7


The following is a quantum chemistry calculation of a structure of composition C6H7O5, from OMol25.

Geometry as XYZ:
```
18
Properties=species:S:1:pos:R:3:forces:R:3
C -2.351 -1.348 -0.913 -0.706 -2.021 0.833
C -1.130 1.325 -0.180 -1.498 1.605 -1.327
C -1.481 0.001 0.318 -1.181 -0.393 0.712
C 0.859 0.244 0.051 -1.700 -0.644 0.484
C 1.322 -0.560 -1.173 -1.571 3.990 -1.625
C 2.030 0.581 0.979 -0.941 -1.204 -1.622
O -1.816 2.258 -0.603 0.557 -1.328 0.890
O -2.494 -0.080 1.314 2.249 1.923 0.098
O 0.240 1.445 -0.328 -0.266 -0.132 0.075
O -0.220 -0.529 0.749 1.705 0.427 -0.252
O -2.917 -2.137 -0.179 1.250 2.252 -1.581
H 1.983 -1.183 -0.810 3.222 -3.884 1.617
H 1.848 -0.047 -2.030 -0.532 0.338 1.205
H 0.500 -1.024 -1.619 -1.387 -1.015 -0.488
H 2.356 -0.376 1.403 0.323 0.403 -0.003
H 1.652 1.247 1.735 0.377 0.437 0.171
H 2.710 0.972 0.192 0.317 0.230 1.301
H -3.090 -0.787 1.094 -0.217 -0.985 -0.487
```
Forces are in eV/Å.

Computed properties:
Total charge: -1
HOMO-LUMO gap (eV): 6.11
E (eV): -16571.803
Energy relative to the best compared isomer or geometry (same formula, charge and spin) (kJ/mol): 119.9
Spin multiplicity: 1
E_HOMO (Ha): -0.096
Molecular weight (g mol⁻¹): 159.1
E_LUMO (eV): 3.5


> Number 2 is which compound?

C6H7NO2S3


> The lowest molecular weight belongs to which entry?

C6H7NO